Record 1
ORCA calculation (wB97M-V/def2-TZVPD) on C10H23O12V as an isolated structure.

Its frontier orbital gap (spin up / spin down) is 0.304 / 0.315 hartree. Its expectation value of S² is 2.010. The highest occupied orbital energy (spin up / spin down) comes out at -7.67 / -7.97 eV.

ORCA input file:
```
! wB97M-V def2-TZVPD RIJCOSX def2/J DEFGRID3
* xyz 0 3
V 0.826 -0.068 0.682
O 1.241 -1.506 -0.798
O 2.782 3.204 -1.027
O 1.594 1.364 -0.687
O 2.372 -0.209 1.838
O -0.429 -1.271 1.888
O -0.112 1.378 1.586
O 2.133 2.125 -2.735
O -2.193 -2.387 2.642
O -2.888 1.178 -1.444
O -1.133 0.035 -0.697
O -0.725 -1.741 4.052
O -2.586 -0.834 -2.166
C 1.827 -2.237 -1.797
C 1.412 1.110 -3.406
C 2.077 2.163 -1.437
C 2.710 3.667 0.320
C -1.792 -2.026 -2.223
C -2.458 2.329 -0.715
C -1.040 -1.763 2.781
C -2.142 0.101 -1.340
C -3.101 -1.893 1.684
C 0.644 -1.519 4.362
H 0.962 -0.475 4.252
H -1.476 2.693 -1.008
H 3.666 3.938 0.739
H -2.541 -2.805 -2.379
H 1.613 1.056 -4.475
H 1.699 0.128 -3.024
H 2.631 -1.723 -2.342
H -3.210 -0.801 1.765
H -2.356 2.020 0.330
H 3.064 -0.811 2.078
H 1.076 -2.618 -2.513
H 2.242 -3.190 -1.423
H 1.300 -1.920 3.581
H 2.000 3.046 0.879
H 2.050 4.547 0.258
H 0.853 -1.881 5.359
H -2.895 -2.082 0.634
H -1.215 -2.225 -1.322
H -0.318 1.763 2.425
H -1.125 -2.028 -3.083
H 0.335 1.261 -3.321
H -3.260 3.057 -0.759
H -4.114 -2.154 1.989
*
```



Record 2
ORCA calculation (wB97M-V/def2-TZVPD) on a 6-piece molecular cluster, C37H45BClNO2S overall.

Its frontier orbital gap is 0.329 hartree. The highest occupied orbital energy comes out at -8.96 eV.

ORCA input file:
```
! wB97M-V def2-TZVPD RIJCOSX def2/J DEFGRID3
* xyz 0 1
Cl -0.352 1.017 -5.193
S -0.454 0.101 -3.373
O 0.700 -0.692 -3.170
O -0.646 1.073 -2.370
N -1.770 -1.739 0.550
C -1.584 -2.330 -3.032
C 1.029 4.483 4.236
C -4.076 -2.809 -2.291
C 1.282 5.639 4.961
C 5.370 -2.081 -5.340
C 2.295 1.245 2.514
C -4.995 -1.155 4.087
C 4.748 2.152 -2.352
C 0.054 4.741 6.822
C 4.922 3.583 -4.275
C -3.821 0.910 3.719
C 5.061 -3.308 -5.911
C 3.735 -3.671 -6.098
C 1.341 0.221 4.466
C -0.195 3.583 6.098
C 2.719 -2.808 -5.711
C -2.767 -3.281 -2.986
C -3.642 -3.146 0.476
C 5.441 3.111 -3.078
C 3.013 2.147 -4.013
C -3.975 -0.446 3.467
C 1.104 1.049 1.826
C 4.353 -1.216 -4.960
C 0.294 3.453 4.806
C -4.680 1.556 4.597
C -1.231 -4.069 0.281
C 0.796 5.768 6.255
C -1.951 -0.918 -3.446
C -5.857 -0.508 4.963
C 0.153 0.018 3.780
C -2.177 -2.922 0.425
C 3.533 1.669 -2.819
C 3.026 -1.579 -5.144
C 0.033 0.436 2.461
C 2.412 0.834 3.834
C 3.708 3.101 -4.742
C -5.697 0.846 5.220
B -4.389 -3.457 -0.883
H 1.683 -3.094 -5.852
H -2.637 -0.418 -2.788
H 3.303 3.469 -5.676
H -4.051 -2.253 0.934
H -1.221 -4.686 1.169
H 3.493 -4.627 -6.545
H 4.594 -0.256 -4.519
H 2.993 0.917 -2.259
H 5.157 1.781 -1.423
H -5.317 -4.207 -0.817
H -0.898 0.285 1.927
H 6.386 3.490 -2.711
H 2.068 1.770 -4.380
H -3.005 -3.542 -4.006
H -3.298 -0.948 2.785
H -0.223 -3.717 0.138
H 0.100 2.553 4.244
H -3.029 1.463 3.230
H 3.131 1.720 2.021
H -0.684 -0.463 4.273
H -4.556 2.612 4.795
H 2.236 -0.909 -4.847
H -0.752 -1.691 0.512
H -4.158 -1.731 -2.183
H -4.880 -3.101 -2.949
H -5.118 -2.212 3.888
H -1.467 -4.729 -0.546
H 1.009 1.375 0.798
H 1.859 6.441 4.518
H -0.771 2.781 6.541
H 5.466 4.326 -4.845
H -3.848 -3.954 1.173
H -2.470 -4.210 -2.526
H -6.653 -1.061 5.445
H 5.854 -3.982 -6.210
H 0.995 6.668 6.822
H -0.331 4.844 7.829
H -6.366 1.349 5.907
H 3.337 0.995 4.372
H -0.909 -2.708 -3.787
H -2.306 -0.936 -4.463
H 6.404 -1.799 -5.192
H 1.406 4.382 3.226
H 1.431 -0.100 5.496
H -1.010 -2.293 -2.125
*
```